# 1
DFT (ωB97M-V with the def2-TZVPD basis set) results for a structure of composition C28H34Cl3GeN6O11PSTi.

```
86
Properties=species:S:1:pos:R:3:forces:R:3
Ti -0.307829 0.272006 1.293911 0.3 0.6 -0.1
O -1.867340 0.061237 2.400795 -0.3 -0.1 0.1
N -2.562837 0.993089 3.071532 0.0 0.0 0.1
C -2.166950 1.214155 4.347466 0.1 0.0 0.0
C -2.777476 2.144278 5.128853 -0.1 0.0 -0.1
C -3.843072 2.874215 4.563065 0.0 0.0 0.0
C -4.229885 2.629068 3.281464 0.0 0.0 0.0
C -3.600202 1.648106 2.450675 0.0 0.1 0.1
S -4.074103 1.328206 0.880977 0.0 0.0 0.0
H -1.336021 0.605062 4.672897 0.0 0.0 0.0
H -2.441091 2.288013 6.144064 0.0 0.0 0.0
H -4.361625 3.624423 5.147698 0.0 0.0 0.0
H -5.048906 3.167055 2.827094 0.0 0.0 0.0
N -3.545045 -2.591097 1.951394 0.0 0.0 0.0
N -2.483087 -3.329671 1.320596 0.0 -0.1 -0.1
H -4.078947 -2.098267 1.239550 0.0 0.1 0.0
H -3.085410 -1.858565 2.481468 0.0 0.0 0.0
H -2.199536 -2.853274 0.466479 0.0 0.0 0.0
H -2.850523 -4.237182 1.061475 -0.1 0.0 0.1
Cl 0.098739 -1.734686 6.314989 0.0 0.0 -0.1
Ge 0.203216 -2.230337 4.081488 0.1 0.0 0.1
Cl 2.256308 -3.253428 4.033891 -0.1 0.1 0.0
Cl 1.118184 -0.014351 3.527266 -0.1 0.0 -0.1
O -2.067944 -1.460692 -0.938518 0.0 0.0 0.0
C -1.720005 -0.333962 -1.277358 0.0 -0.1 -0.1
O -0.982481 0.467396 -0.593857 0.2 0.2 0.0
C -2.151900 0.192984 -2.622610 0.0 0.0 0.0
C -1.482744 1.244039 -3.231511 0.0 0.0 0.1
C -1.871258 1.734926 -4.481078 0.0 0.0 0.0
C -2.958146 1.134205 -5.064490 0.0 0.0 0.0
O -3.541324 1.424665 -6.274273 0.0 0.0 0.0
C -4.669421 0.557942 -6.380599 0.0 0.0 0.0
O -4.664583 -0.324280 -5.266913 0.0 0.0 0.0
C -3.627893 0.088355 -4.459109 0.0 0.0 0.0
C -3.249278 -0.416058 -3.244267 0.0 0.0 -0.1
H -0.641156 1.682980 -2.713960 0.0 0.0 0.0
H -1.349624 2.549325 -4.964880 0.0 0.0 0.0
H -4.591882 -0.020901 -7.303306 0.0 0.0 0.0
H -5.585936 1.155569 -6.370790 0.0 0.0 0.0
H -3.757487 -1.239824 -2.764274 0.0 0.0 0.0
C 1.658267 3.656611 2.319860 0.0 0.0 0.0
P 0.181845 3.526452 1.302381 0.2 0.3 -0.1
C 0.650596 3.658322 -0.432895 0.0 0.0 0.0
C -0.832307 4.966206 1.666849 -0.1 -0.1 0.1
O -0.621881 2.299771 1.603003 -0.2 -0.2 0.3
H 1.997126 4.689389 2.407678 0.0 0.0 0.0
H 2.430882 3.032811 1.874312 0.0 0.0 0.0
H 1.422362 3.255037 3.306245 0.0 0.0 0.0
H 1.672683 3.313684 -0.578014 0.0 0.0 0.0
H 0.529629 4.676449 -0.803242 0.0 0.0 0.0
H -0.019249 2.984696 -0.970905 0.0 0.0 0.0
H -0.290398 5.894687 1.486842 0.0 0.0 0.0
H -1.145362 4.913605 2.710528 0.0 0.0 0.0
H -1.724911 4.924838 1.041456 0.0 0.0 0.0
O 2.255548 -1.196487 -0.458386 0.1 0.1 -0.1
C 1.314844 -1.920316 0.059948 0.3 -0.4 -0.4
O 0.441864 -1.512088 0.812000 -0.3 -0.5 0.3
C 1.345925 -3.364944 -0.320854 -0.1 0.3 0.2
C 0.464009 -4.215088 0.334891 0.0 -0.2 0.0
C 0.463980 -5.565725 0.017119 0.0 0.2 0.0
C 1.345539 -6.003353 -0.950613 0.0 -0.4 -0.1
C 2.229054 -5.175231 -1.617176 0.0 0.1 0.0
C 2.225199 -3.830717 -1.289325 0.1 -0.1 0.0
N 1.348535 -7.450531 -1.301187 0.1 0.3 0.2
O 2.150175 -7.824007 -2.134279 -0.1 -0.1 -0.1
O 0.569458 -8.171885 -0.716283 0.0 -0.1 -0.1
H -0.226287 -3.822721 1.074118 0.0 0.0 0.0
H -0.201755 -6.262050 0.502955 0.0 0.0 0.0
H 2.891864 -5.583252 -2.363852 0.0 0.0 0.0
H 2.899573 -3.144071 -1.780149 0.0 0.0 0.0
N 1.588800 0.907863 0.594896 -0.2 0.1 0.0
C 2.404454 0.299119 -0.052638 0.2 0.0 -0.1
N 3.668021 0.676994 -0.542404 0.0 -0.1 0.0
C 4.677513 0.793774 0.510871 0.0 0.1 0.0
C 5.871405 1.544747 -0.042030 0.0 0.0 0.0
O 6.399808 0.903758 -1.192140 0.0 0.0 0.0
C 5.410467 0.783577 -2.199686 0.0 0.0 0.0
C 4.212749 -0.007830 -1.707050 0.0 0.0 0.0
H 4.994200 -0.197972 0.864758 0.0 0.0 0.0
H 4.243961 1.333947 1.352482 0.0 0.0 0.0
H 6.676680 1.584556 0.690489 0.0 0.0 0.0
H 5.568281 2.568837 -0.299697 0.0 0.0 0.0
H 5.884031 0.278203 -3.040885 0.0 0.0 0.0
H 5.082574 1.781965 -2.518933 0.0 0.0 0.0
H 4.532491 -1.030894 -1.468811 0.0 0.0 0.0
H 3.454256 -0.055460 -2.489541 0.0 0.0 0.0
```
Forces are in eV/Å.

- total charge = -1
- energy above the lowest of the compared OMol25 structures with the same formula, charge and spin (kcal/mol) = 9.5
- 2S+1 = 2
- HOMO level (alpha / beta) (eV) = -5.0 / -5.1
- E_tot (eV) = -198380.182

=====

# 2
DFT (ωB97M-V with the def2-TZVPD basis set) results for a cluster of 2 separate species, C28H34F2O3 in total in a non-equilibrium geometry.

```
67
Properties=species:S:1:pos:R:3:forces:R:3
C 3.814839 -2.871341 -0.414644 0.5 -0.5 -0.1
C 2.436413 -2.477065 -0.873981 -0.7 0.6 0.2
O 1.914187 -1.575241 0.145182 0.5 -0.7 -0.8
C 0.680492 -1.051183 -0.052636 -0.9 1.0 0.7
C 0.206319 -0.427079 1.188671 0.2 -1.1 -1.7
C -1.068507 0.243883 1.201857 -0.5 -0.5 0.8
O -1.809167 0.121581 2.197515 0.3 0.6 -0.6
C -1.523799 1.117407 0.030677 0.2 0.0 0.0
C -2.480310 0.431085 -0.936962 0.0 0.0 -0.2
C -3.722170 -0.170559 -0.275479 -0.4 -0.4 -0.1
C -3.811082 -1.724357 -0.389960 -0.4 0.4 -0.2
C -3.627272 -2.499502 0.927648 -0.1 -0.1 0.2
C -2.707359 -3.730398 0.851252 0.2 0.0 0.1
C -1.234453 -3.372840 1.070270 0.2 0.2 -0.4
C -0.843436 -3.120018 2.522077 0.0 -0.1 0.2
C 0.583155 -2.583109 2.702853 0.0 0.2 0.1
C 0.767311 -1.053733 2.434569 -0.1 0.0 0.6
O 0.098502 -1.149907 -1.139700 0.7 0.0 0.3
H 4.517734 -2.786573 -1.248451 0.1 0.0 0.2
H 4.158595 -2.230443 0.405515 -0.1 -0.2 -0.2
H 3.813889 -3.922202 -0.098390 0.2 0.3 0.2
H 2.463308 -1.952603 -1.844273 -0.2 -0.3 0.4
H 1.772460 -3.356813 -0.941346 0.1 0.5 -0.1
H -1.989972 2.026172 0.446507 0.2 -0.2 0.0
H -0.635450 1.420660 -0.538773 -0.5 -0.1 0.1
H -2.802361 1.158606 -1.692084 0.2 0.0 0.1
H -1.892070 -0.327297 -1.462347 -0.3 0.1 0.1
H -3.752832 0.122108 0.781674 -0.1 -0.1 -0.2
H -4.613978 0.262287 -0.757589 0.2 -0.1 0.2
H -4.821221 -1.940384 -0.778525 0.4 -0.2 0.0
H -3.102225 -2.068608 -1.159232 -0.1 0.0 0.2
H -3.232646 -1.819833 1.697585 -0.1 -0.2 -0.2
H -4.619834 -2.829279 1.266342 0.2 0.1 0.1
H -3.004074 -4.458327 1.617120 0.0 0.0 -0.1
H -2.794063 -4.225421 -0.124235 -0.2 0.1 0.1
H -0.579324 -4.164094 0.668632 -0.2 0.1 0.1
H -1.015395 -2.485844 0.462980 -0.2 -0.2 0.1
H -1.544438 -2.426808 3.009067 0.1 -0.1 -0.2
H -0.922494 -4.079412 3.058531 0.0 0.2 0.0
H 0.856644 -2.739587 3.762734 0.1 0.1 -0.4
H 1.300855 -3.167596 2.106850 -0.2 0.1 0.0
H 1.844592 -0.853637 2.438995 0.0 0.0 0.2
H 0.320575 -0.555519 3.299234 0.0 0.2 -0.1
F 3.462277 2.160003 -5.686582 -1.0 0.1 0.9
C 2.694501 2.158630 -4.552480 0.7 -0.1 -0.5
C 2.285468 0.933002 -4.036538 -0.1 0.5 0.2
C 1.678941 0.947291 -2.789411 0.3 -0.2 0.3
C 1.616541 2.111730 -1.965055 -0.1 -0.5 -1.5
C 1.426621 1.953156 -0.555779 0.9 0.9 0.1
C 1.042761 3.035195 0.296726 -0.1 0.9 0.3
C 1.440738 3.094035 1.663656 -0.6 -0.2 -0.2
C 0.913950 4.069578 2.505229 0.2 0.2 -0.5
C 0.092228 5.056509 1.939878 -0.4 0.4 0.5
F -0.343890 6.080283 2.738403 0.4 -1.1 -0.7
C -0.337277 5.048737 0.610290 0.5 -0.1 0.1
C 0.171735 4.052137 -0.209481 0.1 -0.4 0.2
C 1.933788 3.346171 -2.615777 -0.1 -0.1 0.0
C 2.427697 3.378213 -3.917741 0.0 -0.2 0.2
H 2.490706 -0.002667 -4.556989 -0.2 0.4 0.0
H 1.247640 0.021282 -2.415028 0.3 0.0 0.2
H 1.779879 1.027229 -0.111666 -0.1 0.2 0.1
H 2.133615 2.334817 2.049363 -0.5 0.3 -0.1
H 1.127549 4.074550 3.575033 0.0 0.2 -0.4
H -1.033586 5.802873 0.230535 0.4 -0.3 0.3
H -0.131611 4.006745 -1.260146 -0.1 -0.1 0.5
H 1.835070 4.283731 -2.071623 0.2 -0.2 -0.2
H 2.644737 4.319602 -4.430555 0.1 -0.4 0.3
```
Forces are in eV/Å.

- total charge = 0
- energy above the lowest of the compared OMol25 structures with the same formula, charge and spin (kcal/mol) = 5.0
- HOMO level (eV) = -6.7
- E_tot (eV) = -41161.718

=====

# 3
DFT (ωB97M-V with the def2-TZVPD basis set) results for a cluster of 8 separate species, C28H34F7NO23 in total.

```
93
Properties=species:S:1:pos:R:3:forces:R:3
C 0.441201 1.162440 -0.941485 -0.1 -0.1 -0.1
C -0.315868 0.330713 -1.650697 0.2 0.0 0.3
C -0.451280 -1.144651 -1.368359 -0.6 0.3 -0.2
C -0.304702 -1.975716 -2.657262 0.7 0.3 -0.3
C 1.091411 -2.570702 -2.823283 -0.3 0.2 0.1
N 2.012136 -1.501080 -3.165439 0.2 -0.1 0.0
C 3.140250 -1.874539 -4.019974 -0.3 0.2 -0.4
O -1.296036 -3.028394 -2.704152 0.1 0.2 0.3
C -2.465462 -2.583771 -3.192635 0.0 0.0 -0.2
O -3.504822 -2.673464 -2.615269 -0.3 -0.2 0.1
H 0.846175 0.864429 0.022129 0.4 -0.2 -0.3
H 0.689503 2.155315 -1.298623 -0.4 0.1 0.2
H -0.904652 0.709551 -2.485812 0.4 -0.1 -0.2
H 0.277580 -1.447499 -0.617411 -0.1 -0.1 0.1
H -1.462640 -1.331387 -0.989407 0.1 -0.1 0.1
H -0.430444 -1.296265 -3.510787 -0.2 -0.2 -0.1
H 1.069402 -3.287568 -3.646013 0.0 0.0 0.1
H 1.351257 -3.094704 -1.892230 0.1 -0.2 -0.1
H 2.320404 -0.992604 -2.350324 0.0 -0.1 0.0
H 2.995517 -1.446849 -5.020004 0.1 -0.1 0.0
H 3.208957 -2.957714 -4.158592 0.2 0.0 0.2
H 4.087623 -1.484883 -3.652347 -0.1 -0.1 0.1
H -2.385109 -2.143980 -4.200075 0.2 0.1 0.0
O 7.429890 -0.610579 -3.988847 0.0 0.0 0.0
C 7.216098 -1.284387 -4.939221 0.0 0.0 0.0
O 8.142127 -1.649671 -5.855665 0.0 -0.1 0.0
C 7.535156 -2.571821 -6.765332 0.1 0.0 -0.1
C 6.066350 -2.245157 -6.611922 -0.1 -0.2 0.1
F 5.281992 -3.346606 -6.758687 0.0 0.0 0.1
O 5.999209 -1.798867 -5.267436 0.1 0.2 -0.2
H 7.743208 -3.593314 -6.442379 -0.1 0.0 0.0
H 7.911266 -2.419257 -7.772617 0.1 0.2 0.1
H 5.708757 -1.454506 -7.263935 -0.1 -0.2 -0.1
O 1.154333 -1.180453 2.164509 0.0 0.0 0.0
C 0.036733 -1.431619 2.466880 0.1 -0.1 -0.1
O -0.901991 -1.914682 1.623630 -0.1 0.0 0.2
C -2.079697 -2.221635 2.379653 -0.1 -0.1 -0.1
C -1.907074 -1.334441 3.591141 0.1 -0.1 0.1
F -2.408367 -1.895632 4.721967 0.1 0.0 0.0
O -0.490319 -1.259901 3.710787 -0.1 0.2 -0.1
H -2.068848 -3.277760 2.652881 0.0 0.0 0.1
H -2.973625 -2.000954 1.803552 0.1 0.1 -0.1
H -2.317984 -0.329834 3.488745 0.0 -0.2 0.0
O -3.814292 1.004654 3.935597 -0.1 0.2 0.0
C -3.343964 1.937788 4.506972 0.1 -0.2 0.0
O -3.292373 2.054264 5.844857 0.0 0.1 0.1
C -2.489169 3.201680 6.162633 0.0 0.2 0.3
C -2.595871 4.018433 4.894158 0.1 -0.2 0.0
F -1.466601 4.706347 4.624525 0.0 -0.1 0.0
O -2.768128 3.003816 3.906750 -0.3 0.2 0.0
H -1.466519 2.878451 6.340250 0.1 0.1 -0.1
H -2.868834 3.705814 7.046317 -0.2 -0.1 0.0
H -3.443817 4.703419 4.854944 0.0 0.1 0.0
O -6.648662 2.858090 9.666136 0.0 0.0 0.0
C -6.251831 1.862011 9.168628 0.1 0.1 -0.1
O -6.552800 1.443306 7.915507 0.0 0.0 0.0
C -5.762675 0.286454 7.625099 0.0 -0.1 -0.2
C -5.438271 -0.226337 9.011214 0.1 0.1 0.0
F -4.216020 -0.811320 9.071626 0.0 0.1 0.0
O -5.425021 0.961676 9.776707 -0.2 -0.1 0.1
H -4.856231 0.586739 7.098261 0.1 -0.1 0.1
H -6.321503 -0.419986 7.018149 -0.2 0.1 0.0
H -6.175378 -0.913872 9.429430 0.1 -0.1 0.0
O 6.101873 0.532625 -7.894965 0.0 0.1 -0.1
C 5.503905 1.344603 -7.265867 -0.1 -0.1 0.0
O 4.919530 2.446638 -7.775272 0.0 0.0 0.1
C 4.169644 3.076641 -6.728751 -0.1 0.1 0.0
C 4.857017 2.546218 -5.486582 -0.1 -0.1 0.0
F 4.001208 2.382114 -4.455414 0.0 -0.1 0.0
O 5.318873 1.280107 -5.924452 0.2 0.1 0.0
H 3.132774 2.740812 -6.772441 0.0 0.0 0.1
H 4.212636 4.157163 -6.826492 0.1 0.0 -0.1
H 5.709980 3.136184 -5.147618 0.0 0.0 0.1
O -0.719289 0.338750 -7.045446 0.0 0.0 0.0
C -1.801761 0.517858 -6.606740 0.0 0.1 0.0
O -2.164233 0.301304 -5.315896 -0.1 0.0 0.0
C -3.504393 0.772359 -5.137787 -0.1 -0.1 0.2
C -4.038718 0.734514 -6.553320 0.1 0.1 0.0
F -4.934207 1.720207 -6.791913 0.1 0.0 0.0
O -2.872714 0.963773 -7.322101 0.0 -0.3 0.0
H -3.484580 1.793199 -4.753838 -0.1 0.0 -0.1
H -4.046327 0.131267 -4.446873 0.1 -0.1 0.0
H -4.479183 -0.219535 -6.847914 -0.1 0.0 0.0
O -0.414124 2.479632 9.058576 0.0 0.1 0.0
C -0.027987 1.484041 8.547285 0.1 0.0 0.0
O -0.345706 1.100866 7.285647 0.1 -0.1 -0.1
C 0.416196 -0.069963 6.958804 -0.1 -0.1 -0.1
C 0.737578 -0.615479 8.334530 0.1 0.1 0.0
F 1.942397 -1.225925 8.378305 0.0 0.1 0.0
O 0.779300 0.560596 9.127303 -0.2 -0.1 0.1
H 1.323014 0.220878 6.427585 0.1 0.0 0.1
H -0.166648 -0.747444 6.341359 -0.1 0.1 0.0
H -0.015709 -1.291034 8.742875 0.1 -0.1 0.0
```
Forces are in eV/Å.

- total charge = 0
- HOMO level (eV) = -8.4
- E_tot (eV) = -97191.948